{
  "formula": "C36H27BF6InN4O7S2",
  "method": "wB97M-V/def2-TZVPD",
  "species": ["In", "C", "C", "N", "N", "C", "O", "C", "C", "C", "C", "C", "C", "C", "C", "C", "C", "C", "N", "H", "H", "H", "H", "H", "H", "H", "H", "H", "H", "H", "H", "F", "C", "F", "F", "S", "O", "O", "N", "S", "O", "O", "C", "F", "F", "F", "O", "B", "O", "C", "C", "C", "C", "C", "C", "H", "H", "H", "H", "C", "C", "C", "C", "C", "C", "C", "C", "C", "C", "C", "C", "C", "C", "H", "H", "H", "H", "H", "H", "H", "H", "H", "H", "H"],
  "xyz": [[2.797705, 0.515427, 0.232544], [0.182720, 0.385907, 4.375113], [0.921251, 0.831676, 3.150020], [1.794423, 0.115022, 2.540124], [2.105402, -1.080528, 3.111238], [2.856457, -1.818588, 2.317524], [3.274908, -1.509177, 1.159486], [3.252035, -3.152663, 2.861051], [4.235636, -3.885001, 2.206649], [4.619228, -5.127900, 2.687514], [4.011838, -5.652327, 3.819510], [3.018616, -4.929452, 4.467788], [2.640205, -3.684218, 3.992245], [0.655789, 2.183679, 2.610704], [-0.097603, 3.113871, 3.327356], [-0.297036, 4.375261, 2.792820], [0.251357, 4.682936, 1.559647], [0.983152, 3.695136, 0.913450], [1.182520, 2.490521, 1.422182], [0.349850, -0.674587, 4.528361], [-0.886514, 0.574290, 4.256206], [0.525055, 0.927708, 5.261948], [4.678660, -3.467603, 1.312775], [5.385774, -5.693416, 2.172084], [4.303519, -6.627623, 4.190068], [2.529396, -5.344458, 5.340340], [1.860384, -3.114093, 4.475722], [-0.524399, 2.849276, 4.283752], [-0.883931, 5.108445, 3.332115], [0.104647, 5.648988, 1.098667], [1.421007, 3.870579, -0.064129], [1.069829, -3.876853, -2.193803], [1.567667, -3.231144, -1.137447], [2.114710, -4.126111, -0.320578], [2.527708, -2.414647, -1.580724], [0.225743, -2.258559, -0.247836], [0.583667, -0.879797, -0.524280], [0.273705, -2.721912, 1.103016], [-1.088975, -2.587717, -1.020932], [-2.014903, -3.815845, -0.655795], [-3.014087, -3.512165, 0.327247], [-1.345289, -5.082097, -0.590011], [-2.954505, -3.854043, -2.243999], [-2.166854, -4.142864, -3.283021], [-3.897287, -4.802025, -2.171345], [-3.562828, -2.689413, -2.489683], [1.017406, 0.872764, -2.978341], [-0.299539, 0.702488, -2.570296], [-0.880343, -0.388536, -3.206238], [0.125111, -0.945022, -3.955097], [0.090435, -2.068556, -4.746849], [1.276360, -2.409280, -5.395482], [2.430961, -1.649065, -5.246999], [2.451299, -0.507880, -4.446515], [1.273665, -0.180361, -3.816553], [-0.805740, -2.662837, -4.835252], [1.301770, -3.295635, -6.015477], [3.336204, -1.953973, -5.755422], [3.344880, 0.084761, -4.308505], [-2.842145, 6.678181, -1.094731], [-1.508249, 6.668901, -1.471778], [-0.883853, 5.468923, -1.779437], [-1.568373, 4.257105, -1.698967], [-2.921897, 4.284962, -1.351888], [-3.547751, 5.481272, -1.046877], [-0.866991, 3.014955, -2.081246], [-1.083794, 1.738994, -1.710243], [-2.017086, 1.298237, -0.644973], [-2.817424, 0.170121, -0.811718], [-3.649725, -0.264710, 0.210397], [-3.686389, 0.414060, 1.418177], [-2.878616, 1.529907, 1.600681], [-2.050198, 1.962883, 0.580546], [-3.335537, 7.611970, -0.856413], [-0.953753, 7.597348, -1.534578], [0.156331, 5.466334, -2.086636], [-3.480414, 3.359876, -1.322768], [-4.596356, 5.481630, -0.776993], [-0.076137, 3.179094, -2.809774], [-2.771012, -0.392524, -1.732523], [-4.236043, -1.162306, 0.071193], [-4.319493, 0.059440, 2.221773], [-2.881644, 2.058704, 2.547140], [-1.416235, 2.825839, 0.732983]],
  "forces_ev_per_angstrom": [[0.0, -0.1, 0.0], [0.0, 0.0, 0.0], [0.0, 0.0, 0.0], [0.0, 0.1, 0.0], [-0.1, 0.0, 0.0], [0.1, 0.0, -0.1], [0.0, 0.0, 0.0], [0.0, 0.0, 0.0], [0.0, 0.0, 0.0], [0.0, 0.0, 0.0], [0.0, 0.0, 0.0], [0.0, 0.0, 0.0], [0.0, 0.0, 0.0], [0.0, 0.0, 0.0], [0.0, 0.0, 0.0], [0.0, 0.0, 0.0], [0.0, 0.0, 0.0], [0.0, 0.0, 0.0], [0.0, 0.0, 0.0], [0.0, 0.0, 0.0], [0.0, 0.0, 0.0], [0.0, 0.0, 0.0], [0.0, 0.0, 0.0], [0.0, 0.0, 0.0], [0.0, 0.0, 0.0], [0.0, 0.0, 0.0], [0.0, 0.0, 0.0], [0.0, 0.0, 0.0], [0.0, 0.0, 0.0], [0.0, 0.0, 0.0], [0.0, 0.0, 0.0], [0.0, 0.0, 0.0], [0.0, -0.1, 0.0], [0.0, 0.0, 0.0], [0.0, 0.0, 0.0], [0.1, -0.1, 0.0], [0.0, 0.2, 0.0], [0.0, 0.0, 0.1], [0.0, 0.1, 0.0], [0.0, 0.0, 0.0], [0.0, 0.0, 0.0], [0.1, 0.0, 0.0], [0.0, 0.0, 0.0], [0.0, 0.0, 0.0], [0.0, 0.0, 0.0], [0.0, 0.0, 0.0], [0.1, 0.1, 0.1], [-0.1, -0.1, 0.1], [0.0, 0.0, 0.0], [0.0, 0.0, 0.0], [0.0, 0.0, 0.0], [0.0, 0.0, 0.0], [0.0, 0.0, 0.0], [0.0, 0.0, 0.0], [0.0, -0.1, 0.0], [0.0, 0.0, 0.0], [0.0, 0.0, 0.0], [0.0, 0.0, 0.0], [0.0, 0.0, 0.0], [0.0, 0.0, 0.0], [0.0, 0.0, 0.0], [0.0, 0.0, 0.0], [-0.1, -0.1, 0.0], [0.0, 0.0, 0.0], [0.0, 0.0, 0.0], [0.0, -0.1, 0.0], [0.1, 0.2, -0.1], [0.0, 0.0, 0.0], [0.0, 0.0, 0.0], [0.0, 0.0, 0.0], [0.0, 0.0, 0.0], [0.0, 0.0, 0.0], [0.0, 0.0, 0.0], [0.0, 0.0, 0.0], [0.0, 0.0, 0.0], [0.0, 0.0, 0.0], [0.0, 0.0, 0.0], [0.0, 0.0, 0.0], [0.0, 0.0, 0.0], [0.0, 0.0, 0.0], [0.0, 0.0, 0.0], [0.0, 0.0, 0.0], [0.0, 0.0, 0.0], [0.0, 0.0, 0.0]],
  "mulliken_charge": [0.7850, -1.1983, 0.4091, 0.3802, -1.0554, 0.3563, -0.9286, 0.7536, -0.3035, -0.7552, -0.3213, -0.7685, -0.1909, 0.3282, -0.4913, -0.6426, -0.6148, -0.4766, 0.0977, 0.2128, 0.3007, 0.3180, 0.4196, 0.3742, 0.3767, 0.3805, 0.3911, 0.4516, 0.3978, 0.4458, 0.5180, -0.2018, 0.5244, -0.2231, -0.1987, 0.5439, -0.1883, -0.7415, 0.1877, 0.8686, -0.6442, -0.6575, 0.6307, -0.2202, -0.2363, -0.2239, -0.5241, 0.9350, -0.4397, 0.6975, -1.0037, -0.5553, -0.5403, -0.9398, 0.6098, 0.4570, 0.3935, 0.3678, 0.4971, -0.4113, -0.6171, -0.5451, 0.5688, 0.0720, -0.8870, -0.9070, -0.4264, 0.2844, -0.7233, -0.3649, -0.9278, -0.9261, 1.2698, 0.3975, 0.3869, 0.3230, 0.6196, 0.4136, 0.3950, 0.4306, 0.3862, 0.3801, 0.4579, 0.2260],
  "orbital_gap_ev": 7.3,
  "homo_ev": -5.227,
  "total_energy_ha": -3744.54543,
  "total_charge": -1
}